[1]
15
Properties=species:S:1:pos:R:3:mulliken_charge:R:1 method="wB97M-V/def2-TZVPD" max_force_ev_per_a=4.496 gap_ev=10.41 homo_ev=-9.6 e_above_lowest_kcal_mol=38.2
C 2.935 0.905 -0.792 -0.930
C 1.575 0.411 -0.798 0.715
N 0.822 0.120 0.313 -0.278
O 1.113 0.046 -1.882 -0.617
H 3.242 1.082 -1.821 0.293
H 3.707 0.131 -0.532 0.259
H 3.212 1.718 -0.063 0.296
H -0.068 -0.304 0.058 0.134
H 0.990 0.183 1.230 0.117
C -2.980 -0.667 0.316 -0.565
O -2.213 -1.151 1.546 -0.509
H -2.769 -1.341 -0.496 0.238
H -4.047 -0.580 0.638 0.299
H -2.714 0.375 0.013 0.250
H -2.805 -0.926 2.273 0.300

=====

[2]
15
Properties=species:S:1:pos:R:3:mulliken_charge:R:1 method="wB97M-V/def2-TZVPD" max_force_ev_per_a=2.056 gap_ev=9.53 homo_ev=-8.8 e_above_lowest_kcal_mol=59.7
C -2.807 -1.915 -0.182 -0.788
C -1.681 -2.282 0.432 0.127
O -0.469 -1.732 0.229 -0.465
H -3.712 -2.339 0.240 0.218
H -2.909 -1.471 -1.164 0.283
H -1.803 -2.935 1.292 0.312
H -0.456 -0.809 -0.031 0.308
N 2.649 1.738 -0.524 -0.685
C 1.225 1.736 -0.220 -0.104
O 0.787 0.744 0.668 -0.522
H 2.851 2.513 -1.152 0.253
H 3.146 2.087 0.301 0.240
H 0.918 2.731 0.127 0.274
H 0.724 1.585 -1.180 0.247
H 1.536 0.349 1.163 0.302

=====

[3]
15
Properties=species:S:1:pos:R:3:mulliken_spin:R:1 method="wB97M-V/def2-TZVPD" max_force_ev_per_a=2.321 total_charge=+1 multiplicity=2 gap_ev="9.60 / 4.21" homo_ev="-13.9 / -13.9" e_above_lowest_kcal_mol=32.0 s2=0.754
C 0.002 -1.226 -1.480 0.047
N 0.072 -2.307 -0.546 0.829
H -0.903 0.016 0.491 0.003
H -0.227 -3.217 -0.898 -0.012
H 0.974 -2.475 -0.086 -0.013
H -0.964 -0.674 -1.407 0.067
H 0.092 -1.705 -2.465 0.063
H 0.817 -0.542 -1.265 0.003
C 0.611 1.653 1.329 0.000
C -0.763 1.917 0.766 -0.002
O -1.407 0.816 0.237 0.011
O -1.385 2.919 0.909 0.006
H 0.609 1.521 2.413 0.000
H 1.299 2.477 1.133 0.000
H 1.173 0.830 0.869 0.000